Entry 1:
The following is a DFT calculation (ωB97M-V/def2-TZVPD) of C6H9BeO3 as an isolated structure at a distorted geometry.

Computed properties:
<S²> = 0.771
HOMO level (spin up / spin down) = -0.659 / -0.713 Ha
Energy = -473.39651 a.u.
Relative energy (zero: lowest compared OMol25 entry of this formula, charge and spin) = 7.6 kcal per mole
Gap between HOMO and LUMO (spin up / spin down) = 6.52 / 7.96 eV

```
! RIJCOSX wB97M-V def2-TZVPD def2/J DEFGRID3
* xyz 2 2
O 1.437 -0.513 -1.321
Be 1.743 0.372 1.893
C 1.637 0.501 0.414
O -0.442 0.076 1.575
C 0.516 -0.851 -0.464
C 0.237 -2.294 -0.198
H -0.191 -2.748 -1.099
H -0.468 -2.471 0.623
H 1.175 -2.802 0.061
C -0.079 0.260 0.329
O 0.577 1.770 -0.153
C 0.118 2.364 -1.364
H -0.187 1.634 -2.119
H -0.715 2.988 -1.033
H 0.964 2.907 -1.796
C -1.815 0.304 1.957
H -2.494 0.406 1.105
H -2.088 -0.609 2.488
H -1.841 1.222 2.551
*
```

---

Entry 2:
The following is a DFT calculation (ωB97M-V/def2-TZVPD) of C6H9Br2 as an isolated structure at a distorted geometry.

Computed properties:
<S²> = 0.754
HOMO level (spin up / spin down) = -0.313 / -0.308 Ha
Energy = -5381.88895 a.u.
Relative energy (zero: lowest compared OMol25 entry of this formula, charge and spin) = 50.9 kcal per mole
Gap between HOMO and LUMO (spin up / spin down) = 8.49 / 4.81 eV

```
! RIJCOSX wB97M-V def2-TZVPD def2/J DEFGRID3
* xyz 0 2
Br 0.291 0.160 -2.772
Br 2.668 0.087 1.626
C -0.892 -1.075 0.139
C -1.524 0.381 -0.125
C -0.717 1.419 0.270
C 0.643 1.366 0.170
C 1.301 0.150 0.028
C 0.571 -1.203 0.017
H -1.210 -1.372 1.144
H -1.401 -1.834 -0.548
H -1.741 0.382 -1.193
H -2.501 0.377 0.383
H -1.135 2.356 0.538
H 1.313 2.231 0.330
H 2.503 0.046 -0.133
H 0.951 -1.620 0.919
H 0.883 -1.850 -0.792
*
```

---

Entry 3:
The following is a DFT calculation (ωB97M-V/def2-TZVPD) of a 2-piece molecular cluster, C6H9BrNO overall at a distorted geometry.

Computed properties:
HOMO level (spin up / spin down) = -0.443 / -0.442 Ha
Energy = -2937.58044 a.u.
Relative energy (zero: lowest compared OMol25 entry of this formula, charge and spin) = 60.2 kcal per mole
Gap between HOMO and LUMO (spin up / spin down) = 6.92 / 6.93 eV

```
! RIJCOSX wB97M-V def2-TZVPD def2/J DEFGRID3
* xyz 1 1
C -0.716 2.288 -0.623
C -2.036 2.652 -0.365
C -0.667 0.946 -0.252
C -1.884 0.580 0.228
C 1.188 -1.469 1.369
C 1.321 -0.546 0.139
N 1.323 -1.420 -1.036
O -2.745 1.623 0.070
Br -2.486 -1.088 0.825
H 0.122 2.945 -1.092
H -2.672 3.433 -0.572
H 0.926 -2.508 1.163
H 2.014 -1.409 2.026
H 0.312 -1.293 2.068
H 2.082 0.197 0.214
H 2.221 -1.648 -1.561
H 0.729 -1.029 -1.853
H 0.968 -2.253 -0.748
*
```

---

| no. | molar mass (g mol⁻¹) |
| --- | --- |
| 1 | 138.147 |
| 2 | 240.946 |
| 3 | 191.048 |